9
Properties=species:S:1:pos:R:3:lowdin_charge:R:1 method="wB97M-V/def2-TZVPD" orbital_gap_ev=10.94 e_homo_ha=-0.367 energy_ev=-7265.826 total_charge=0 smiles="C=CC1OO1"
C 1.21 -0.71 -0.42 0.047
C 0.48 0.31 0.04 -0.116
C -0.95 0.50 0.38 -0.387
O -1.84 0.23 -0.63 0.048
O -1.71 -0.62 0.46 0.018
H 2.30 -0.57 -0.63 0.085
H 0.77 -1.68 -0.41 0.055
H 0.84 1.35 0.01 0.103
H -1.09 1.18 1.20 0.147

9
Properties=species:S:1:pos:R:3:lowdin_charge:R:1 method="wB97M-V/def2-TZVPD" orbital_gap_ev=10.48 e_homo_ha=-0.374 energy_ev=-7267.457 total_charge=0
C 0.81 -0.18 0.08 -0.323
C -0.15 0.99 -0.01 -0.098
C -0.34 -1.03 0.00 -0.171
H -0.35 1.69 -0.85 0.130
H -0.15 1.88 0.75 0.150
H -0.24 -1.50 1.03 0.157
H -0.40 -1.85 -0.93 0.203
O 2.07 -0.02 -0.05 0.050
O -1.25 0.04 -0.02 -0.099

9
Properties=species:S:1:pos:R:3:lowdin_charge:R:1 method="wB97M-V/def2-TZVPD" orbital_gap_ev=10.34 e_homo_ha=-0.353 energy_ev=-7266.173 total_charge=0
C 1.30 -2.06 1.88 -0.027
C 0.83 -1.96 0.77 -0.035
C -1.32 0.98 -1.32 -0.194
O -0.51 0.52 -0.44 -0.038
O -1.05 2.34 -1.53 -0.044
H 1.56 -2.40 2.91 0.037
H 0.64 -1.38 -0.16 0.024
H 0.20 1.14 0.02 0.182
H -1.65 2.82 -2.12 0.094

9
Properties=species:S:1:pos:R:3:lowdin_charge:R:1 method="wB97M-V/def2-TZVPD" orbital_gap_ev=9.00 e_homo_ha=-0.366 energy_ev=-7264.671 total_charge=0
C -0.68 1.32 -0.01 -0.080
C -0.57 -0.13 0.00 -0.620
C 0.88 -0.62 -0.04 -0.157
H -1.09 1.43 1.52 0.226
H -1.73 1.75 -0.99 0.201
H 0.73 1.82 -0.30 0.214
H 0.87 -1.71 0.08 0.127
O -1.43 -0.97 -0.02 0.072
O 1.86 0.13 0.01 0.017

9
Properties=species:S:1:pos:R:3:lowdin_charge:R:1 method="wB97M-V/def2-TZVPD" orbital_gap_ev=11.08 e_homo_ha=-0.380 energy_ev=-7270.673 total_charge=0 smiles="O=C=O.C=C"
O 2.21 -0.50 -0.78 0.186
C 1.35 -1.29 -0.68 -0.425
O 0.51 -2.09 -0.58 0.191
C -0.21 1.13 0.26 -0.094
C -1.14 0.19 0.43 -0.089
H -0.12 1.68 -0.68 0.058
H 0.50 1.38 1.04 0.058
H -1.84 -0.07 -0.36 0.058
H -1.23 -0.37 1.36 0.058

10
Properties=species:S:1:pos:R:3:lowdin_charge:R:1 method="wB97M-V/def2-TZVPD" orbital_gap_ev=5.48 e_homo_ha=0.030 energy_ev=-18105.495 total_charge=-2 smiles="O=C([O-])CC[S-]"
O 2.33 0.18 1.05 -0.151
C 1.23 0.64 0.64 -0.768
O 0.90 1.85 0.55 -0.124
C 0.17 -0.45 0.29 -0.256
C -0.94 0.00 -0.67 -0.793
S -2.27 -1.25 -0.96 -0.104
H 0.75 -1.23 -0.18 0.076
H -0.30 -0.87 1.20 0.082
H -0.50 0.23 -1.63 0.017
H -1.37 0.91 -0.28 0.020

10
Properties=species:S:1:pos:R:3:lowdin_charge:R:1 method="wB97M-V/def2-TZVPD" orbital_gap_ev=9.90 e_homo_ha=-0.357 energy_ev=-18103.358 total_charge=0
C 0.12 0.27 0.48 -0.341
C -1.11 1.14 0.50 -0.300
C 0.52 -0.23 -0.95 -0.247
O 2.80 0.10 0.39 -0.554
O -1.86 1.19 -0.41 0.070
S 1.80 0.94 -0.23 0.967
H 0.14 -0.30 1.41 0.119
H -1.28 1.52 1.50 0.116
H 0.68 -1.22 -1.29 0.064
H -0.24 0.28 -1.66 0.105

10
Properties=species:S:1:pos:R:3:lowdin_charge:R:1 method="wB97M-V/def2-TZVPD" orbital_gap_ev=10.33 e_homo_ha=-0.356 energy_ev=-18104.468 total_charge=0 smiles="O=C1C[C@H](S)O1"
O -2.48 0.77 -0.33 0.137
C -1.36 0.34 -0.35 -0.434
C -0.51 -0.66 0.53 0.032
C 0.64 -0.09 -0.55 -0.630
S 1.98 1.05 -0.11 0.762
O -0.32 0.63 -1.23 -0.039
H -0.58 -0.45 1.68 0.147
H -0.74 -1.72 0.38 0.101
H 1.25 -0.67 -1.21 0.062
H 2.13 0.79 1.21 -0.138

10
Properties=species:S:1:pos:R:3:lowdin_charge:R:1 method="wB97M-V/def2-TZVPD" orbital_gap_ev=10.06 e_homo_ha=-0.360 energy_ev=-18104.573 total_charge=0
C 0.35 0.01 0.29 -0.473
C -0.55 -1.17 -0.12 -0.335
C -0.55 1.13 -0.10 -0.669
H 1.97 1.04 -0.34 0.175
H 0.55 0.18 1.34 0.157
H -0.45 -1.47 -1.21 0.095
H -0.44 -2.08 0.60 0.120
O 1.68 0.01 -0.26 -0.076
O -0.58 2.32 -0.09 0.068
S -1.99 0.04 -0.10 0.937

10
Properties=species:S:1:pos:R:3:lowdin_charge:R:1 method="wB97M-V/def2-TZVPD" orbital_gap_ev=9.19 e_homo_ha=-0.322 energy_ev=-18105.482 total_charge=0 smiles="O=C=O.C=CS"
O -0.14 -2.60 1.50 0.239
C 0.31 -1.74 2.09 -0.475
O 0.55 -0.77 2.63 0.212
C 0.77 0.35 -0.84 -0.094
C -0.22 0.98 -1.41 -0.647
S -1.81 1.27 -0.79 0.754
H 1.75 0.60 -1.28 0.071
H 0.75 -0.02 0.18 0.028
H -0.12 1.33 -2.44 0.065
H -1.84 0.59 0.35 -0.154

10
Properties=species:S:1:pos:R:3:lowdin_charge:R:1 method="wB97M-V/def2-TZVPD" orbital_gap_ev=9.15 e_homo_ha=-0.367 energy_ev=-18104.839 total_charge=0 smiles="CSC(=O)C=O"
C -0.69 -2.21 -0.03 -0.394
S -1.10 -0.52 -0.43 0.940
C 0.43 0.18 0.15 -0.667
O 1.50 -0.40 0.29 0.056
C 0.16 1.65 0.27 -0.268
O 1.09 2.41 0.19 0.107
H 0.12 -2.53 -0.66 0.038
H -1.61 -2.75 -0.14 0.024
H -0.30 -2.32 1.01 0.069
H -0.77 2.05 0.54 0.096

11
Properties=species:S:1:pos:R:3:lowdin_charge:R:1 method="wB97M-V/def2-TZVPD" orbital_gap_ev=9.53 e_homo_ha=-0.370 energy_ev=-28938.358 total_charge=0 smiles="O=C(S)CC(=O)S"
O 1.11 1.79 -0.02 -0.039
C 0.25 1.03 0.43 -0.771
S -1.19 1.95 1.17 0.696
C 0.41 -0.47 0.37 -0.197
C -0.23 -1.18 -0.89 -0.772
O -1.39 -1.69 -0.56 -0.074
S 0.30 -0.58 -2.42 0.852
H -2.24 1.13 1.98 -0.029
H 1.53 -0.45 0.51 0.122
H -0.26 -1.11 1.23 0.185
H 1.70 -0.42 -1.80 0.027

11
Properties=species:S:1:pos:R:3:lowdin_charge:R:1 method="wB97M-V/def2-TZVPD" orbital_gap_ev=7.50 e_homo_ha=-0.343 energy_ev=-28937.977 total_charge=0 smiles="O=C(S)C(=S)CO"
O -2.13 0.56 0.62 -0.046
C -0.80 0.53 0.64 -0.693
S 0.39 1.65 1.52 0.706
C -0.02 -0.22 -0.37 -0.727
S 1.49 0.09 -0.89 0.767
C -0.77 -1.73 -0.62 -0.262
O -0.18 -2.35 -1.73 -0.173
H -0.47 1.84 2.68 -0.058
H -1.89 -1.68 -0.74 0.122
H -0.56 -2.23 0.47 0.162
H 0.78 -2.88 -1.52 0.202

10
Properties=species:S:1:pos:R:3:lowdin_charge:R:1 method="wB97M-V/def2-TZVPD" orbital_gap_ev=8.93 e_homo_ha=-0.348 energy_ev=-9313.503 total_charge=0
O 2.10 0.44 0.23 -0.032
C 0.90 -0.26 0.38 -0.207
C -0.25 0.53 -0.20 -0.358
O -0.08 1.58 -0.77 0.105
C -1.64 -0.04 -0.04 -0.050
O -1.86 -1.19 -0.60 0.029
H 1.90 1.22 -0.31 0.087
H 0.92 -1.24 -0.13 0.138
H 0.70 -0.46 1.44 0.139
H -2.73 -0.65 -0.02 0.149

10
Properties=species:S:1:pos:R:3:lowdin_charge:R:1 method="wB97M-V/def2-TZVPD" orbital_gap_ev=9.60 e_homo_ha=-0.332 energy_ev=-9316.181 total_charge=0 smiles="O=C=COCO"
O -0.74 2.29 -1.22 0.177
C -0.96 1.22 -0.79 -0.142
C -1.23 0.05 -0.25 -0.151
O -0.40 -1.04 -0.38 -0.083
C 0.82 -0.90 0.33 -0.282
O 1.63 0.11 -0.19 -0.007
H -2.19 -0.08 0.25 0.124
H 1.33 -1.85 0.18 0.134
H 0.61 -0.74 1.40 0.135
H 1.46 0.92 0.30 0.094

10
Properties=species:S:1:pos:R:3:lowdin_charge:R:1 method="wB97M-V/def2-TZVPD" orbital_gap_ev=9.63 e_homo_ha=-0.383 energy_ev=-9317.146 total_charge=0 smiles="O=CC(=O)CO"
O 2.07 -1.00 0.61 0.096
C 1.00 -0.81 1.13 -0.159
C -0.21 -0.24 0.39 -0.310
O -1.31 -0.53 0.82 0.111
C -0.06 0.63 -0.84 -0.194
O -1.31 0.81 -1.44 -0.039
H 0.76 -1.10 2.18 0.134
H 0.65 0.17 -1.53 0.136
H 0.38 1.59 -0.52 0.143
H -1.97 0.49 -0.81 0.082

10
Properties=species:S:1:pos:R:3:lowdin_charge:R:1 method="wB97M-V/def2-TZVPD" orbital_gap_ev=9.42 e_homo_ha=-0.350 energy_ev=-9314.545 total_charge=0
O -2.17 0.03 -1.19 0.192
C -1.20 0.09 -0.51 -0.556
O -1.17 -0.57 0.74 -0.072
C -0.45 -1.65 0.97 0.109
C 1.05 0.81 0.03 -0.027
O -0.12 0.79 -0.80 0.028
H 0.88 0.30 0.99 0.084
H 0.08 -1.87 0.00 0.034
H 1.29 1.85 0.21 0.103
H 1.86 0.31 -0.52 0.104

10
Properties=species:S:1:pos:R:3:lowdin_charge:R:1 method="wB97M-V/def2-TZVPD" orbital_gap_ev=9.37 e_homo_ha=-0.348 energy_ev=-9314.258 total_charge=0
C 0.60 0.76 1.37 -0.038
O -0.23 0.79 0.21 -0.038
C 0.04 -0.19 -0.67 -0.677
O 1.03 -0.86 -0.76 0.111
C -1.48 -0.77 -1.25 0.142
O -0.81 0.12 -1.88 0.114
H 0.33 1.65 1.94 0.095
H 0.41 -0.13 1.97 0.102
H 1.66 0.79 1.09 0.097
H -2.38 -1.11 -1.80 0.092

10
Properties=species:S:1:pos:R:3:lowdin_charge:R:1 method="wB97M-V/def2-TZVPD" orbital_gap_ev=10.34 e_homo_ha=-0.363 energy_ev=-9315.894 total_charge=0 smiles="COC(=O)C=O"
C -1.53 0.24 0.69 -0.045
O -0.13 -0.01 0.80 -0.048
C 0.47 -0.18 -0.40 -0.519
O -0.01 -0.72 -1.36 0.127
C 1.98 0.12 -0.25 -0.038
O 2.13 -1.00 0.19 0.087
H -1.88 0.40 1.71 0.095
H -1.67 1.16 0.10 0.099
H -2.06 -0.58 0.22 0.095
H 2.91 0.75 -0.36 0.147

10
Properties=species:S:1:pos:R:3:lowdin_charge:R:1 method="wB97M-V/def2-TZVPD" orbital_gap_ev=11.16 e_homo_ha=-0.384 energy_ev=-9316.732 total_charge=0 smiles="O=C1COCO1"
O -2.01 -0.10 0.05 0.137
C -0.84 0.00 -0.08 -0.542
C 0.08 1.17 0.06 -0.143
O 1.34 0.67 -0.18 -0.094
C 1.30 -0.70 0.19 -0.117
O -0.09 -1.10 -0.19 0.028
H -0.20 1.48 1.16 0.170
H -0.24 2.10 -0.63 0.190
H 2.13 -1.30 -0.46 0.187
H 1.25 -0.90 1.41 0.184